A 11-piece molecular cluster, C33H81F3O41P8 overall in a non-equilibrium geometry, computed with the ωB97M-V functional and the def2-TZVPD basis.

Element x y z (Å)
O  2.001872  5.889089  -12.064437
C  2.279056  4.875506  -11.465621
O  3.510080  4.189763  -11.479843
C  3.298706  2.918446  -10.894372
C  2.193244  3.179176  -9.937110
F  2.745022  3.491598  -8.761615
O  1.456109  4.189788  -10.576659
H  3.302472  2.150027  -11.667428
H  4.168368  2.692667  -10.277275
H  1.657672  2.263008  -9.688312
O  -8.069860  -5.995817  8.252990
C  -7.660737  -6.530080  9.208881
O  -6.612818  -6.202180  9.923887
C  -6.310856  -7.321317  10.813616
C  -7.617439  -8.013135  10.981267
F  -8.275612  -7.727997  12.065564
O  -8.367831  -7.541820  9.840406
H  -5.485757  -7.934995  10.452091
H  -5.972027  -6.842157  11.732148
H  -7.466238  -9.091605  11.027492
O  11.306041  -3.733422  -0.387190
C  12.354241  -3.771019  0.262419
O  13.555574  -3.974210  -0.236166
C  14.555226  -4.154422  0.749518
C  13.848135  -3.360007  1.801625
F  14.127035  -2.056951  1.633328
O  12.511600  -3.516436  1.541727
H  14.557208  -5.200243  1.056677
H  15.592714  -3.982820  0.462668
H  14.136067  -3.667768  2.806853
C  -4.214497  -9.068859  1.233933
O  -3.336774  -9.502699  0.237087
P  -2.557985  -10.898043  0.420663
O  -2.022674  -11.401875  -0.887612
O  -1.405029  -10.807077  1.587981
C  -0.191703  -10.140296  1.372714
O  -3.668266  -11.829380  1.203869
C  -3.177396  -13.069031  1.768806
H  -3.959840  -8.068421  1.583746
H  -3.970112  -9.501673  2.204008
H  -5.243939  -9.387276  1.069810
H  0.569104  -10.764163  0.903604
H  0.203084  -9.735794  2.304706
H  -0.239999  -9.371181  0.601841
H  -2.165712  -13.347167  1.473453
H  -3.811990  -13.911175  1.492786
H  -3.343323  -13.163043  2.841985
C  0.546878  8.408256  -2.063010
O  0.466940  9.734592  -1.544263
P  1.081154  10.230903  -0.158696
O  2.578328  10.276798  -0.225297
O  0.277795  11.656884  0.225804
C  -0.053547  12.433055  -0.913802
O  0.464365  9.165957  0.884868
C  -0.979241  9.008344  0.855122
H  0.748474  8.352828  -3.132775
H  -0.317380  7.837945  -1.722568
H  1.384742  7.812640  -1.700619
H  -1.009377  12.015734  -1.230576
H  0.634393  12.448800  -1.759144
H  -0.135561  13.473196  -0.598410
H  -1.418045  9.343045  1.795084
H  -1.179863  7.957891  1.065838
H  -1.547474  9.368006  -0.002693
C  12.090126  2.586548  -4.817151
O  11.477486  3.792527  -4.293405
P  10.235402  4.578276  -5.002755
O  9.610408  5.705089  -4.211901
O  9.186102  3.334449  -5.145561
C  8.723535  2.634171  -4.009580
O  10.614677  4.976989  -6.555382
C  11.278057  4.202075  -7.640472
H  11.327391  1.867609  -5.116249
H  12.637131  1.914923  -4.155488
H  12.709681  2.787801  -5.691088
H  7.753625  2.963112  -3.636508
H  9.416041  2.682275  -3.169209
H  8.597738  1.620315  -4.389528
H  11.574432  3.201596  -7.325356
H  12.080470  4.809652  -8.058889
H  10.551666  4.113856  -8.448356
C  -10.240068  2.274222  10.764116
O  -10.715920  3.342520  11.529497
P  -12.245299  3.686385  11.226360
O  -12.786115  3.273230  9.965035
O  -12.442518  5.214460  11.581641
C  -13.072891  6.108428  10.640219
O  -12.886553  3.034195  12.606652
C  -13.123563  1.683083  12.825456
H  -9.356970  1.724145  11.089171
H  -10.216924  2.516847  9.701721
H  -10.830602  1.370780  10.916307
H  -12.359351  6.917702  10.485214
H  -14.020604  6.346498  11.123197
H  -13.386289  5.769354  9.652839
H  -12.340891  1.301298  13.481006
H  -13.117695  1.035518  11.948679
H  -14.195852  1.621908  13.011344
C  5.205991  5.513261  5.330001
O  5.966442  6.671626  5.558748
P  7.580682  6.685679  5.162081
O  7.728296  6.884676  3.709732
O  8.058571  5.228711  5.820164
C  8.772588  4.327298  4.949968
O  8.262484  7.798621  6.122694
C  7.884956  7.779300  7.487728
H  5.569783  4.673770  5.922457
H  5.278973  5.074769  4.334762
H  4.127870  5.580092  5.475937
H  8.244667  3.386390  4.794742
H  9.738995  4.111273  5.405503
H  8.960297  4.805991  3.988862
H  8.536302  7.092492  8.028238
H  6.865576  7.489634  7.742815
H  8.065407  8.806623  7.804184
C  -2.302641  -1.365374  2.960500
O  -2.096610  -1.228052  1.605870
P  -0.700377  -0.650525  1.021733
O  -0.355002  0.721747  1.508815
O  0.348962  -1.831411  1.482896
C  1.725947  -1.630711  1.262313
O  -0.860571  -0.879980  -0.603017
C  -1.249276  0.210682  -1.379395
H  -2.186329  -2.374888  3.354780
H  -3.207743  -0.917612  3.370858
H  -1.422656  -0.964662  3.463649
H  2.123179  -0.703624  0.849001
H  2.213209  -2.447019  0.729102
H  2.198019  -1.646015  2.244667
H  -0.574360  1.061121  -1.476058
H  -2.154344  0.769025  -1.140198
H  -1.293932  -0.234202  -2.373466
C  -0.769271  -6.195425  -6.898881
O  -0.046204  -5.224518  -7.674764
P  1.312244  -5.749126  -8.429322
O  1.188037  -7.061918  -9.006544
O  1.700166  -4.515376  -9.374334
C  2.707989  -4.665058  -10.412617
O  2.406193  -5.648574  -7.193956
C  2.485200  -4.608645  -6.207621
H  -1.828116  -5.969232  -7.024537
H  -0.588230  -5.920280  -5.859825
H  -0.658047  -7.273517  -7.014911
H  3.402815  -5.452395  -10.120354
H  3.212320  -3.725609  -10.638868
H  2.158828  -5.173554  -11.205051
H  1.834317  -3.748391  -6.363875
H  3.477678  -4.164377  -6.283307
H  2.273294  -5.087017  -5.251398
C  -10.537121  -0.100931  -7.282750
O  -9.845047  -0.066844  -6.054576
P  -8.709512  -1.245014  -5.774420
O  -7.663898  -1.233710  -6.804627
O  -8.102361  -0.974925  -4.349601
C  -8.916464  -0.814148  -3.245701
O  -9.616496  -2.523065  -5.657534
C  -9.803816  -3.308801  -6.798723
H  -10.162449  -0.883555  -7.942456
H  -10.234352  0.745350  -7.899385
H  -11.605623  -0.133914  -7.069892
H  -8.775095  0.238437  -3.000414
H  -8.730875  -1.368145  -2.325515
H  -9.972148  -0.954270  -3.478076
H  -10.139384  -4.279637  -6.434057
H  -8.803818  -3.518909  -7.178125
H  -10.552771  -2.963839  -7.511595

Force components x, y, z for each atom (eV/Å):
O 0.6422 -2.6624 1.4920
C 0.8788 0.7328 -0.2712
O -1.6791 1.4652 -0.9052
C 2.2797 0.0459 0.0789
C -0.6678 -2.1159 -1.4059
F 0.2411 1.6169 1.3461
O 0.0924 0.5106 0.3078
H -0.9758 -0.0201 0.0546
H 0.1792 0.0466 -0.0920
H -0.9969 0.3811 -0.6047
O -0.2068 0.6786 -1.3856
C -1.7290 -0.7105 1.0622
O 1.8266 -0.8152 0.6051
C 0.8296 2.1496 0.5825
C 0.3393 -1.0402 -2.6530
F -1.2543 1.1968 2.2985
O 0.9540 -1.0124 0.5639
H -0.3126 -0.0135 -0.4329
H -0.0890 -0.2375 0.1433
H -0.3553 -0.1961 -0.7825
O 3.0036 -0.3239 2.1514
C -2.9734 0.5143 -3.0654
O 1.3366 -1.0218 -3.3841
C -1.1965 -1.1156 0.5104
C 1.9313 -0.1712 1.4330
F 0.4211 1.3734 0.1508
O -1.3334 -0.1604 2.2724
H -0.1747 -0.2747 0.0196
H -0.4832 0.9991 -0.2674
H -0.5319 0.1845 0.1760
C 0.1822 -0.0936 2.6356
O 1.0858 -1.3059 -0.2677
P 0.5413 -1.5438 -1.0499
O -0.8655 0.9416 2.3229
O -2.0222 0.0141 -0.5859
C 1.3164 0.5144 -1.1395
O 1.7041 0.5148 -0.4146
C -0.7195 -1.0824 0.0837
H -0.7737 0.6836 -1.2781
H 0.0858 -0.9580 0.0495
H 0.0350 0.7617 -0.4396
H -0.0730 -0.7090 0.4284
H -0.3019 -0.0550 -0.0301
H -0.5553 0.5274 0.3075
H -0.0057 0.4469 0.1174
H -0.2247 0.2632 -1.0011
H 0.5893 1.0839 0.2601
C 0.6806 -1.0569 0.6535
O -0.4631 0.7482 -0.4693
P 1.7376 0.1576 0.4219
O -2.6988 0.1316 0.6571
O 2.0084 -2.8368 -0.7803
C -0.9841 0.6711 -0.3085
O -0.4623 1.1053 -0.7211
C -0.1725 -1.1308 1.7750
H -0.7675 0.7311 -0.0715
H -0.3104 0.1874 -0.5097
H 0.3707 0.4904 0.6570
H -0.1120 0.5813 -0.4887
H 0.3540 -0.5228 0.2448
H -0.2629 -0.1278 0.1505
H 0.2229 1.2036 -0.1468
H 0.2898 -0.4296 -1.0029
H 0.5617 0.1028 -0.0603
C -0.9766 -0.5452 -0.9438
O 0.4580 0.2766 -0.2242
P -1.6371 0.2477 0.2495
O 2.2071 -2.2488 -1.7764
O 0.8530 1.3956 -1.0287
C -0.2014 -0.6169 0.1788
O 0.2031 -1.0210 1.3229
C -1.1320 0.5290 0.5861
H -0.5100 0.3262 -0.4482
H 0.3171 1.2325 0.9862
H 0.0832 0.2235 0.2697
H 0.0020 0.4287 -0.3100
H 0.1663 -0.1387 -0.1125
H 0.0706 -0.1914 0.4828
H 0.0935 0.3264 -0.0119
H 0.2066 -0.1260 0.5549
H -0.1981 -0.1063 0.2190
C 0.0463 -2.3716 -0.8408
O 0.3455 0.8599 -0.0890
P -0.4226 -0.0576 4.3094
O -0.5514 -0.8037 -1.7567
O 0.5086 -0.8626 -0.7268
C -0.4325 0.4068 0.3332
O 0.4512 2.2472 -2.0664
C -0.4933 -0.9202 -1.0737
H 1.0351 1.6180 0.3980
H 0.1952 -0.1143 0.1344
H -1.2107 0.1886 -0.4538
H -0.4691 0.2619 0.2740
H 0.2627 0.8095 0.0294
H 0.6079 -0.9895 0.1246
H -0.7447 -0.1830 0.6382
H 0.6492 0.2728 -0.6833
H 0.2221 -0.3627 1.4478
C 0.0519 -2.0857 -0.4657
O 1.6261 0.7577 0.2376
P -1.6310 -0.9659 0.2899
O 0.7446 -0.2703 1.2924
O -0.3992 1.5777 -1.1644
C 0.5954 0.2277 -0.1154
O -1.6142 -1.5810 -1.7797
C 0.6356 0.4344 1.2804
H -0.0172 0.1700 0.5952
H 0.3469 0.6753 -0.5777
H 0.2170 0.9510 0.4503
H -0.2982 0.1983 0.1859
H -0.0614 -0.0143 0.0999
H -0.1129 -0.1044 -0.0364
H 0.1529 0.0963 0.0480
H -0.1401 0.1112 -0.6830
H -0.0912 -0.1806 0.3506
C 1.6183 -0.1122 2.6465
O 0.6731 0.0877 -2.5916
P 0.1676 -0.0470 0.5157
O -0.3724 -1.9705 -1.1086
O -1.7611 1.4999 -1.2990
C 2.0559 -0.2436 1.1315
O 0.4604 0.0741 3.5020
C -0.1681 1.2952 -2.1566
H -0.6911 -0.6094 -0.7831
H -0.0009 0.1216 -0.5904
H -0.2274 0.8613 0.4160
H -1.0141 0.3051 -0.4112
H -0.6271 -0.1716 -0.3154
H -0.0149 -0.0785 0.2053
H 0.9559 -0.4288 0.4974
H -0.5812 -0.9314 0.4411
H -0.4761 0.3468 -0.1004
C -1.0933 0.9755 1.2268
O 1.3914 -0.8063 -1.6106
P 0.0131 2.5575 3.0311
O 0.4365 -1.0545 -0.6845
O -0.2552 0.0695 0.6679
C -0.8528 -1.8562 0.4072
O -0.8979 -0.4612 -1.5155
C 0.0724 0.1094 -0.5375
H 0.0021 -0.0438 -0.3599
H 0.2427 -0.3361 0.1642
H 0.7602 0.2736 -0.6856
H 0.4904 0.3778 0.2824
H -0.4657 -0.1377 0.0676
H 0.2653 0.7752 -0.6902
H -0.5530 -0.3609 -0.2061
H 0.2111 -0.4014 0.3866
H 0.2355 0.3178 0.0563
C 0.6003 0.1156 -0.8916
O 1.6600 -0.9228 1.6405
P -0.0562 2.2422 -1.6729
O -0.4555 -0.5063 0.3110
O 0.3633 -1.1761 -1.2819
C -1.6784 1.8629 1.5094
O -0.2625 0.5594 1.1268
C 0.4684 -2.2150 -0.1216
H -0.4633 -0.5929 0.2783
H -0.4382 0.6169 0.4194
H 0.0974 -0.0745 -0.3559
H -0.3864 0.0789 0.4566
H 0.7713 -0.5875 -0.5502
H -0.0357 -0.0582 -0.0841
H -0.2702 0.0114 0.0412
H -0.2744 0.2633 -0.8744
H 0.3636 0.3832 0.0518

## Properties
HOMO-LUMO gap	10.5	eV
energy relative to the best compared isomer or geometry (same formula, charge and spin)	48.4	kcal/mol
calculated total energy	-7421.7183	Eh